{
  "formula": "C22H40N4O6S2",
  "method": "ωB97M-V/def2-TZVPD",
  "homo_ev": -8.19,
  "smiles": "C=COCCNC(=S)N1CCOCCOCCN(C(=S)NCCOC=C)CCOCCOCC1",
  "gap_ev": 8.86,
  "total_energy_ha": -2329.0517,
  "lumo_energy_ha": 0.0247,
  "fmax_ev_per_a": 0.949,
  "symbols": ["H", "H", "H", "C", "N", "H", "C", "H", "H", "H", "O", "H", "H", "H", "H", "H", "H", "C", "H", "H", "C", "H", "C", "H", "C", "N", "H", "H", "S", "C", "H", "C", "H", "C", "C", "H", "H", "C", "C", "H", "C", "C", "O", "H", "H", "H", "C", "O", "N", "C", "N", "C", "H", "C", "H", "H", "H", "C", "H", "C", "O", "H", "O", "C", "O", "H", "H", "S", "C", "H", "H", "H", "H", "H"],
  "coordinates": [[0.98769, -0.85316, 0.19545], [-7.57050, -1.01691, -1.71568], [1.58390, 0.56630, -3.58701], [-0.56545, 1.09033, -1.10073], [-0.89929, -1.15678, 1.92347], [-2.32725, -0.37731, 3.22290], [4.25620, 1.62389, -0.97224], [-0.65411, 3.25003, -1.27254], [-6.37021, -1.69159, 1.03915], [0.18352, -2.90029, 1.64603], [-1.94075, 1.75210, 1.92580], [1.08373, -3.18460, -0.35852], [-0.70298, -0.59753, 3.89811], [4.79739, -1.42462, 1.76306], [-1.52985, 2.38060, -2.55470], [-2.34657, 4.41033, -0.04691], [-4.46128, 1.14872, -0.49983], [1.45238, -1.24354, 1.10521], [1.93576, -0.41617, 1.63039], [7.50786, 0.02314, 1.49059], [-1.25746, -0.27484, 3.01471], [-0.95666, 1.73972, 3.73753], [-4.90608, 0.18919, -0.22213], [-0.59973, 3.11485, 1.14262], [0.35527, -1.87519, 1.99047], [3.03971, 1.27603, -1.66863], [1.04926, -1.89626, -3.56626], [4.36646, -0.41224, -0.25475], [-1.44733, -2.59769, -0.22684], [2.16613, -3.07174, -0.24773], [-0.44231, 1.07170, -0.01677], [-1.64937, 3.05578, 1.45566], [-3.32887, -0.87228, -1.24014], [0.81452, 0.16105, -2.92480], [1.82538, 1.49045, -1.11176], [-7.87026, -2.38164, 0.26075], [-1.17759, 0.23595, -1.39290], [6.46060, -0.18821, 1.31785], [-2.57951, 3.38858, 0.28614], [2.56884, -3.45860, -2.32982], [2.79696, -2.67566, -1.59372], [-6.87682, -0.96423, -0.88667], [-5.92364, -0.04367, -1.16950], [2.59048, -4.03826, 0.04091], [0.69277, -1.91614, 3.02631], [-0.14604, 0.22979, -3.43838], [5.83380, -1.18585, 1.92090], [5.96645, 0.70451, 0.42534], [0.73508, 0.96559, -1.72128], [1.10567, -1.31846, -2.63204], [-2.87665, -0.66817, 0.80841], [4.59488, 0.59665, 0.11495], [3.12156, 0.42617, -2.21311], [-0.94993, 1.20848, 2.77453], [5.06923, 1.64888, -1.70081], [-4.26571, -1.88614, -0.14223], [3.98982, 0.77897, 1.01149], [-1.29715, 2.38991, -1.48377], [-3.61849, 3.34977, 0.62296], [-3.82366, -0.89076, -0.26013], [2.40939, -1.41082, -2.08654], [6.37323, -1.81358, 2.60537], [2.47783, -2.15530, 0.78864], [-7.03558, -1.70999, 0.19507], [-2.53011, 2.49128, -0.79803], [-5.32998, 0.26293, 0.78758], [3.88100, -2.60048, -1.47264], [1.66756, 2.43756, 0.24559], [-1.74804, -1.40097, 0.89174], [4.14277, 2.61612, -0.53143], [-2.85240, 0.27230, 1.18826], [0.35468, -1.71681, -1.93903], [0.04589, 1.32767, 2.32642], [-1.81147, 3.79093, 2.25689]],
  "mulliken_charge": [-0.4478, 0.3599, 0.5504, 0.1655, 0.4135, 0.5136, -1.4590, 0.4643, 0.2562, 0.6137, -0.4322, -0.1076, 0.5195, 0.1357, 0.2106, 0.4397, 0.1525, 1.1543, 0.2146, 0.3549, -1.3885, 0.4950, -0.8591, -0.0828, -1.9636, -0.0869, 0.6206, -0.1539, -0.3563, -0.0881, -0.6771, -0.0619, 0.2564, -1.4715, 0.6080, 0.2721, 0.1102, 0.0368, -0.8515, 0.4407, -0.9592, 0.1006, -0.4046, 0.4452, 0.2727, 0.5030, -0.6709, -0.4041, 0.5736, 0.1528, 0.1931, 0.7057, 0.3180, -0.2471, 0.4285, 0.6531, 0.2748, -0.7153, 0.3487, -0.5001, -0.3044, 0.2589, -0.3834, -0.8257, -0.3264, 0.4581, 0.3585, -0.3546, 0.2787, 0.4004, 0.3153, -0.2458, -0.0060, 0.4367]
}

---

{
  "formula": "C22H41BrCoN2O8P2",
  "method": "ωB97M-V/def2-TZVPD",
  "homo_ev": [-7.53, -7.63],
  "s_squared": 0.758,
  "spin_multiplicity": 2,
  "de_lowest_kj_mol": 13.4,
  "gap_ev": [7.77, 7.95],
  "total_energy_ha": -6214.1066,
  "lumo_energy_ha": [0.0086, 0.0117],
  "fmax_ev_per_a": 1.057,
  "symbols": ["H", "H", "H", "H", "H", "H", "H", "C", "H", "C", "C", "C", "H", "H", "O", "H", "C", "H", "C", "H", "O", "H", "H", "P", "H", "C", "O", "H", "H", "P", "C", "H", "H", "H", "H", "H", "C", "Co", "H", "C", "H", "C", "C", "C", "H", "O", "H", "H", "C", "O", "C", "H", "H", "O", "N", "H", "C", "C", "C", "O", "O", "H", "H", "H", "H", "C", "C", "H", "H", "N", "H", "H", "C", "H", "Br", "H", "C"],
  "coordinates": [[-0.36952, -5.46980, 2.10625], [-4.40077, 4.47120, -0.77290], [0.01240, 3.62835, -0.95884], [3.81353, -2.08744, -1.34896], [-5.84834, 3.24280, -3.56110], [2.14133, 3.33167, 0.59026], [0.04756, 5.38596, -0.70245], [2.66925, 1.03960, -1.58961], [0.35005, -2.43385, 1.20397], [-1.77621, 4.44753, -0.01008], [-0.78541, -4.52412, 2.45393], [-0.29175, -1.39634, 2.72404], [-0.96520, 0.59869, 2.36051], [4.02803, -0.27555, 0.46423], [3.97905, 0.63618, 0.81415], [-7.37471, 3.93442, -2.98976], [-1.93563, -2.73788, 5.34155], [0.60772, -4.25815, 4.07865], [-7.02307, 3.43712, -0.31002], [-0.41268, -1.20886, 5.31609], [2.71419, -1.13182, -3.32157], [0.78083, 1.44066, -1.96885], [-2.02769, -3.81194, 5.18390], [2.68618, 1.30725, 0.21040], [-8.14338, 1.77599, -2.12448], [-1.25835, 4.23051, 1.42086], [3.21886, -1.50259, -0.86700], [-3.34512, 5.82126, 0.65253], [-1.62600, -4.74403, 3.10990], [2.25712, -0.73502, -1.98171], [-0.58560, 4.53712, -0.97579], [-0.63160, 5.07580, 1.71718], [-1.80547, 6.58025, 0.25422], [-6.68510, 0.98235, -2.71523], [4.10633, 2.55582, -2.09950], [-2.67211, -2.24055, 4.70908], [0.28432, -3.72025, 3.18701], [-0.14703, -0.08638, 0.12776], [1.17884, -3.60975, 2.56695], [-4.88353, 2.43062, -1.12263], [3.91817, 1.25151, -3.29853], [-0.79465, -0.06537, 3.20536], [-6.32835, 2.75639, -1.49658], [-2.68434, 3.28399, -0.41009], [-4.99244, 0.28943, -1.36633], [1.63246, 1.89098, -2.08014], [4.82778, 0.96255, -1.80984], [-2.86872, 6.03702, -1.03998], [3.97034, 1.48287, -2.23610], [2.96325, 2.83149, 0.50484], [-0.52819, -2.24991, 5.02727], [-1.17322, -3.98745, 1.58847], [-6.52757, 4.36957, -0.03799], [0.82787, -0.88024, -1.53229], [-0.00012, -1.52311, 1.47042], [-1.72492, -0.17492, 3.76226], [-3.05981, 0.95069, -0.74908], [-2.50260, 5.79416, -0.04095], [-7.12122, 1.50064, -1.85957], [1.41435, 0.86549, 0.85765], [-0.92699, 1.70065, -0.04721], [0.20253, -2.80791, 5.61700], [-0.92951, 4.69608, -1.99933], [-7.17293, 0.80094, -1.02329], [-2.18315, -2.53152, 6.38299], [-4.38155, 1.14188, -1.10800], [-6.34634, 3.70105, -2.70530], [-0.67504, 3.31272, 1.48930], [-7.01701, 2.78640, 0.56606], [-0.15207, -2.39895, 3.62479], [-5.83916, 4.64134, -2.48729], [-2.08937, 4.16824, 2.12665], [-4.00828, 3.46537, -0.76737], [-0.05730, 0.40211, 3.85893], [-2.33228, -0.81798, -0.71918], [-8.06087, 3.66973, -0.55868], [-2.16374, 1.95861, -0.40155]],
  "mulliken_charge": [0.3765, 0.3897, 0.1532, 0.2621, 0.3610, 0.3789, 0.4483, 1.1655, -0.0283, 2.6284, -0.8228, 1.1953, -0.4071, 0.4097, -0.5491, 0.4627, -1.0417, 0.3697, -1.6143, 0.4036, -0.8436, 0.2336, 0.2915, 0.3044, 0.4215, -1.4684, -0.5871, 0.4158, 0.2722, 0.8313, -1.5162, 0.4551, 0.4518, 0.4127, 0.4565, 0.2652, -1.0578, 0.3886, 0.5221, -0.2392, 0.4478, -0.9020, 1.8393, -0.7785, 0.5089, -0.6317, 0.3450, 0.4129, -1.8689, -0.6143, -0.8026, 0.2130, 0.3145, -0.5874, 0.1464, 0.4324, 0.4325, -2.3599, -2.1793, -0.2968, 0.1296, 0.3869, 0.2812, 0.4051, 0.4032, 0.1587, -1.6158, 0.0513, 0.3560, 0.2232, 0.3128, 0.3144, -0.4157, 0.3453, -0.1238, 0.4650, -0.3001]
}

---

{
  "formula": "C22H41ClFN2O8PS3",
  "method": "ωB97M-V/def2-TZVPD",
  "homo_ev": -9.28,
  "smiles": "C#CCCC[PH](Cl)(CCCN)C(=O)NC(=O)F.O=S1(=O)CCCC1.O=S1(=O)CCCC1.O=S1(=O)CCCC1",
  "gap_ev": 9.47,
  "total_energy_ha": -3670.1632,
  "lumo_energy_ha": 0.0071,
  "fmax_ev_per_a": 1.932,
  "symbols": ["H", "H", "H", "H", "C", "H", "C", "C", "C", "H", "S", "C", "H", "O", "C", "C", "H", "O", "S", "C", "H", "H", "H", "H", "H", "H", "H", "C", "H", "O", "H", "H", "C", "H", "C", "O", "O", "H", "H", "C", "H", "H", "H", "H", "C", "H", "C", "C", "O", "H", "C", "F", "H", "H", "S", "H", "H", "O", "P", "O", "H", "H", "H", "C", "N", "C", "Cl", "H", "H", "H", "C", "H", "C", "H", "H", "H", "C", "C", "N"],
  "coordinates": [[-1.28796, 4.69940, 0.84046], [-1.96385, 3.20035, -1.19257], [2.96007, -3.14073, 4.35622], [-1.35950, 4.50313, -3.43173], [-1.05743, -2.13228, -0.60704], [3.06342, -0.40521, 1.98167], [-1.14290, 6.45140, -0.44446], [-1.36572, 0.29295, -3.16838], [2.74813, -2.60431, 3.43006], [2.23071, 2.34326, -6.90233], [-1.17083, 6.55934, -2.23812], [4.41399, -2.59539, -0.88994], [1.33730, -0.91912, 3.72214], [-2.42767, -0.89186, 5.63466], [-2.18067, -3.51831, 5.61040], [2.44782, -3.26386, 0.21048], [-0.38658, -2.08101, 8.07030], [-0.11978, -1.88890, 5.48337], [-1.47491, -1.91587, 5.97265], [-1.41219, 4.13701, -1.26884], [-3.26023, -3.39366, 5.52913], [-0.10874, 6.55349, -0.11984], [-2.06243, -2.12898, -0.19662], [0.34669, -3.76625, -0.85781], [-0.34549, 3.90016, -1.28952], [-1.46061, 1.34588, -3.26840], [-1.74202, 7.25862, -0.03007], [-1.79738, 4.91144, -2.52451], [-2.08310, -2.65096, -2.45554], [0.18871, 6.62405, -2.71564], [-1.98502, -1.30973, 8.22192], [1.92732, 3.14251, -8.43906], [-1.14709, -2.17490, -2.16129], [-0.56021, -1.19429, -0.35559], [-0.19338, -3.31672, -0.02293], [-2.01488, 3.14334, -6.71479], [-0.60413, 2.77260, -4.65845], [0.33633, 0.68802, -5.97175], [-2.79376, 5.14536, 0.04876], [-2.05552, -3.48875, 8.04735], [2.65341, 0.71191, 3.05216], [-1.63541, -3.92856, 8.95119], [-1.77483, -3.89304, 4.67305], [-0.27836, -2.64856, -2.62112], [0.55125, 1.50944, -7.97201], [3.61713, -2.64718, 2.76508], [1.44302, 2.69221, -7.57361], [-0.27351, 1.17505, -6.73307], [5.12668, -2.41812, 0.03466], [-0.10853, 1.80385, -8.79152], [-1.71299, 5.07253, -0.09092], [4.93588, -2.98919, -2.03621], [1.13792, 0.65354, -8.30295], [0.79586, -3.47562, 3.53394], [-0.77156, 2.76815, -6.09418], [1.10202, 4.24206, -6.06872], [-3.12988, -3.37522, 8.20745], [-2.16244, 7.52321, -2.64357], [0.97373, -2.58690, 1.24344], [2.92031, -4.35591, 0.33242], [-2.40582, -5.28791, 6.85493], [-1.15456, 0.57462, -6.94764], [-0.89205, -4.01313, 0.43892], [1.56936, -3.40838, 2.77509], [2.99879, -2.41709, -0.83266], [-1.42846, -2.11976, 7.75694], [-0.83705, -1.95251, 2.37436], [1.94366, -4.42412, 2.62386], [-2.88047, 4.98109, -2.62719], [-0.75908, -4.65749, 6.76899], [2.40245, -1.15051, 3.78975], [0.11037, 4.42230, -7.53775], [-1.20221, -0.77936, -2.65354], [2.68694, -0.97737, 4.83091], [2.76410, -1.44228, -0.68423], [1.33600, -1.24381, 1.03223], [-1.81346, -4.37444, 6.81842], [0.55726, 3.71071, -6.84591], [3.15805, -0.16547, 2.96465]],
  "mulliken_charge": [0.3578, 0.3807, 0.3888, -0.2662, -0.6557, 0.2053, -0.6618, 0.2213, -0.8559, 0.3053, 1.1760, 0.4663, 0.3574, -0.7211, -0.5413, -0.0505, 0.3404, -0.5481, 1.1284, -0.5482, 0.3603, 0.3622, 0.4247, 0.6578, 0.2744, 0.4357, 0.3619, 0.0285, 0.3635, -0.6636, 0.3350, 0.3302, -0.5837, 0.4634, -1.1132, -0.7334, -0.6717, 0.3713, 0.3303, -0.6245, 0.2931, 0.3399, 0.2717, 0.3373, -0.6552, 0.4934, -0.6485, -0.7152, -0.3991, 0.3140, -0.7930, -0.2389, 0.3413, 0.2895, 1.1917, 0.3498, 0.2963, -0.6851, 0.6726, -0.5561, 0.3774, 0.4128, 0.3956, -0.7521, -0.1862, -0.6999, -0.4201, 0.5270, 0.3877, 0.2852, -0.3380, 0.3993, -0.7544, 0.4296, 0.3602, -0.0645, -0.6151, -0.6800, -0.7516]
}